[1]
C2H2F2LiOPb as an isolated structure at a distorted geometry, computed with ωB97M-V/def2-TZVPD.

As for the multiplicity: 2. The calculation puts the frontier orbital gap (spin up / spin down) at 4.92 / 5.97 eV. For the LUMO energy (spin up / spin down), the calculation gives -1.25 / -1.26 eV. As for the expectation value of S²: 0.75. As for the total charge: 0. Its calculated total energy is -552.6145 hartree.

Each line ends with the Mulliken charge.
Atoms and positions in Å:
F 2.3340 -0.5549 -0.4126  -0.6677
C 0.6903 0.4817 -0.1271  0.3418
C -0.5011 -0.2477 -0.0742  -0.5323
O -0.7995 -0.9182 1.0559  -0.5113
H 1.1291 0.9488 0.7702  0.1887
H -0.7444 -0.7607 -1.0261  0.3407
Pb -1.9348 -2.1790 2.1121  0.2900
Li -0.9945 1.9302 -1.0071  0.8561
F 0.8208 1.2999 -1.2911  -0.3060

---

[2]
C2H2F2MgORb as an isolated structure at a distorted geometry, computed with ωB97M-V/def2-TZVPD.

The calculation puts the frontier orbital gap at 5.53 eV. For the LUMO energy, the calculation gives -5.39 eV. As for the total charge: +1. Its calculated total energy is -576.3232 hartree.

Each line ends with the Mulliken charge.
Atoms and positions in Å:
F -0.8107 -2.4420 -1.9747  -0.6991
C -0.1339 -1.9632 0.6587  -0.1928
C 0.4995 -0.7840 0.3947  -0.0882
O 0.1420 0.0183 -0.6477  -0.5625
H -1.1390 -2.2397 0.3255  0.2366
H 1.4074 -0.5066 0.9456  0.4450
Mg -0.4347 -0.4643 -2.3734  1.1334
Rb -0.6720 2.5587 1.6423  0.9902
F -0.1165 -2.2786 1.9932  -0.2628